[1]
Below is a molecular structure, C22H29BCoF4N4O5Si, with properties calculated with ωB97M-V with the def2-TZVPD basis set.

The geometry in XYZ format:
```
67
Properties=species:S:1:pos:R:3:nbo_charge:R:1
Co -0.457 -0.207 0.276 1.563
C 3.290 -0.209 1.245 -0.646
C 2.285 0.431 2.159 0.266
C 2.662 0.956 3.388 -0.365
C 1.668 1.485 4.212 -0.149
C 0.355 1.492 3.813 -0.348
C 0.023 0.955 2.540 0.429
N 1.016 0.440 1.757 -0.600
N -1.178 0.862 1.972 -1.176
Si -2.698 1.357 2.561 1.817
C -2.742 3.187 3.042 -1.126
C -3.236 0.358 4.063 -1.129
C -3.956 1.126 1.194 -1.126
H 4.242 0.322 1.287 0.203
H 2.931 -0.224 0.220 0.263
H 3.470 -1.242 1.554 0.215
H 3.701 0.943 3.689 0.198
H 1.934 1.893 5.182 0.192
H -0.424 1.889 4.450 0.201
H -2.123 3.413 3.912 0.219
H -3.766 3.502 3.266 0.215
H -2.376 3.791 2.207 0.234
H -2.508 0.443 4.873 0.225
H -3.311 -0.700 3.798 0.244
H -4.209 0.685 4.442 0.215
H -3.840 1.899 0.430 0.221
H -4.978 1.186 1.579 0.217
H -3.824 0.158 0.705 0.265
O -0.531 -6.592 3.383 -0.770
C -1.348 -6.179 2.533 0.734
O -2.359 -6.730 2.062 -0.753
C -1.064 -4.749 2.000 -0.062
C -0.008 -4.004 2.511 -0.236
C 0.225 -2.729 2.031 0.031
N -0.525 -2.176 1.077 -0.545
C -1.546 -2.882 0.573 0.079
C -1.844 -4.163 1.010 -0.203
C -2.378 -2.174 -0.495 0.762
O -3.334 -2.759 -0.987 -0.673
O -1.985 -0.986 -0.793 -0.864
H 0.610 -4.445 3.281 0.239
H 1.030 -2.114 2.414 0.193
H -2.682 -4.699 0.589 0.260
O -0.639 1.773 -0.768 -0.622
C -1.486 2.326 -1.440 0.738
C -2.500 1.624 -2.293 -0.535
C -1.797 1.462 -3.660 -0.395
C -1.167 2.728 -4.276 -0.401
C 0.094 3.260 -3.568 -0.451
C -0.175 4.114 -2.318 -0.216
N -1.424 3.704 -1.654 -0.643
H -3.401 2.238 -2.397 0.186
H -2.745 0.645 -1.889 0.299
H -2.531 1.059 -4.363 0.202
H -1.014 0.710 -3.545 0.253
H -1.924 3.521 -4.377 0.167
H -0.878 2.464 -5.296 0.212
H 0.683 3.855 -4.272 0.196
H 0.717 2.411 -3.294 0.265
H -0.293 5.169 -2.575 0.177
H 0.651 4.023 -1.614 0.227
H -2.209 3.991 -2.222 0.357
F 3.118 -0.706 -2.326 -0.567
B 1.967 0.080 -2.270 1.360
F 1.120 -0.444 -1.224 -0.594
F 1.263 0.026 -3.478 -0.572
F 2.299 1.406 -1.959 -0.572
```

Output
max |F|	0.15	eV/A
spin multiplicity	4
charge	-2
HOMO level (alpha / beta)	-0.1065 / -0.1058	Eh
electronic energy	-3548.0771	Ha
relative energy (zero: lowest compared OMol25 entry of this formula, charge and spin)	0.0	kJ/mol
⟨S²⟩	3.756

=====

[2]
Below is a molecular structure, C22H29Cl2KN3O4S2 in a non-equilibrium geometry, with properties calculated with ωB97M-V with the def2-TZVPD basis set.

The geometry in XYZ format:
```
63
Properties=species:S:1:pos:R:3:lowdin_charge:R:1
C -2.722 0.831 -2.122 -0.164
C -3.089 1.829 -1.003 -0.705
Cl -4.479 2.807 -1.623 0.626
C -1.937 2.853 -0.763 -0.591
Cl -1.438 3.461 -2.383 0.715
C -0.729 2.181 -0.036 -0.296
O -1.241 1.554 1.125 -0.088
C -0.697 0.248 1.378 -0.244
C 0.849 0.166 1.347 -0.104
C 1.495 -0.417 0.059 -0.242
C 1.954 -1.893 0.224 -0.418
S 3.470 -2.117 -0.804 0.864
C 2.843 -2.326 -2.466 -1.062
S 2.512 -3.734 -3.154 0.800
N 2.644 -1.130 -3.230 -0.172
C 1.423 -0.660 -3.597 -0.130
C 1.636 0.483 -4.309 -0.130
N 2.992 0.687 -4.380 0.059
C 3.578 -0.262 -3.733 -0.170
C -1.403 -0.821 0.526 -0.155
O -1.264 -2.030 1.232 -0.140
C -1.456 -3.180 0.430 -0.192
C -1.256 -4.411 1.350 -0.121
C -0.545 -4.058 2.678 -0.097
C -1.452 -3.587 3.784 -0.504
O -1.125 -2.667 4.514 0.074
O -2.645 -4.202 3.985 0.108
C 0.236 3.276 0.406 -0.144
C 0.442 3.565 1.736 -0.032
C 1.342 4.551 2.198 -0.341
N 2.082 5.257 1.328 0.072
C 1.846 4.971 0.063 -0.121
C 0.995 4.036 -0.470 -0.005
H -3.054 1.202 -3.091 0.058
H -3.182 -0.150 -1.972 0.084
H -1.639 0.689 -2.211 0.050
H -3.354 1.326 -0.078 0.090
H -2.328 3.669 -0.153 0.115
H -0.280 1.499 -0.764 0.137
H -0.992 0.003 2.404 0.160
H 1.344 1.115 1.565 0.095
H 1.128 -0.510 2.165 0.117
H 2.427 0.137 -0.098 0.089
H 0.909 -0.282 -0.852 0.080
H 1.207 -2.606 -0.124 0.059
H 2.300 -2.093 1.238 0.076
H 0.435 -1.052 -3.406 0.117
H 0.879 1.117 -4.742 0.099
H 4.644 -0.379 -3.608 0.133
H -1.064 -0.864 -0.517 0.113
H -2.467 -0.537 0.506 0.133
H -0.804 -3.211 -0.454 0.111
H -2.488 -3.225 0.048 0.131
H -0.635 -5.164 0.856 0.115
H -2.210 -4.874 1.607 0.112
H 0.288 -3.369 2.566 0.109
H -0.090 -4.993 3.040 0.137
H -3.179 -3.533 4.436 0.129
H -0.126 3.000 2.474 0.131
H 1.452 4.702 3.298 -0.022
H 2.434 5.539 -0.659 0.127
H 0.908 3.891 -1.537 0.083
K 2.678 3.692 3.774 1.082
```

Output
max |F|	7.59	eV/A
charge	+1
HOMO level	-0.4037	Eh
electronic energy	-3637.3019	Ha
relative energy (zero: lowest compared OMol25 entry of this formula, charge and spin)	92.2	kJ/mol

=====

[3]
Below is 5 unconnected molecules or ions with the total composition C22H29ClIN4O2PS in a non-equilibrium geometry, with properties calculated with ωB97M-V with the def2-TZVPD basis set.

The geometry in XYZ format:
```
61
Properties=species:S:1:pos:R:3:nbo_charge:R:1
C -3.766 2.425 7.375 -0.164
C -3.840 2.683 6.206 -0.403
P -3.861 2.966 4.432 0.646
I -4.784 0.887 3.531 -0.098
C -2.030 3.089 4.086 -0.710
C -1.515 2.328 2.838 -0.407
C -0.417 1.304 3.237 -0.407
C -1.072 -0.036 3.648 -0.640
S -0.062 -1.411 3.034 2.113
O 1.236 -1.260 3.590 -0.904
O -0.718 -2.629 3.346 -0.888
Cl 0.122 -1.185 0.987 -0.237
H -3.395 2.213 8.342 0.240
H -1.481 2.746 4.963 0.231
H -1.812 4.153 3.998 0.248
H -2.295 1.865 2.238 0.220
H -1.009 3.044 2.187 0.214
H 0.172 1.704 4.057 0.222
H 0.244 1.162 2.384 0.223
H -2.027 -0.130 3.137 0.252
H -1.176 -0.163 4.719 0.269
C 0.203 -0.139 -3.566 -0.317
C 0.773 0.787 -4.482 -0.309
C 1.502 1.685 -3.751 -0.069
N 1.391 1.341 -2.431 -0.508
C 0.605 0.228 -2.311 -0.058
H -0.427 -0.980 -3.801 0.214
H 0.661 0.790 -5.553 0.224
H 2.088 2.536 -4.053 0.215
H 1.821 1.828 -1.668 0.405
H 0.402 -0.202 -1.345 0.199
C 3.073 -5.293 -0.956 -0.309
C 2.851 -4.085 -0.242 -0.295
C 1.498 -3.866 -0.217 -0.089
N 0.897 -4.894 -0.892 -0.506
C 1.848 -5.769 -1.341 -0.076
H 4.022 -5.759 -1.161 0.220
H 3.599 -3.449 0.203 0.219
H 0.915 -3.068 0.221 0.201
H -0.091 -4.992 -1.035 0.409
H 1.573 -6.651 -1.894 0.208
C 5.336 2.509 0.660 -0.285
C 5.116 3.720 1.370 -0.302
C 3.767 3.947 1.384 -0.078
N 3.162 2.922 0.706 -0.517
C 4.114 2.039 0.265 -0.088
H 6.284 2.037 0.464 0.225
H 5.864 4.351 1.820 0.224
H 3.187 4.746 1.814 0.209
H 2.174 2.834 0.558 0.401
H 3.840 1.156 -0.289 0.213
C -4.207 -2.680 -4.679 -0.295
C -4.952 -1.799 -5.507 -0.310
C -4.194 -0.674 -5.691 -0.075
N -3.022 -0.838 -5.005 -0.508
C -3.020 -2.060 -4.389 -0.083
H -4.507 -3.657 -4.337 0.218
H -5.932 -1.972 -5.919 0.221
H -4.386 0.227 -6.248 0.209
H -2.277 -0.165 -4.960 0.418
H -2.180 -2.383 -3.799 0.205
```

Output
structure (SMILES)	C#CP(I)CCCCS(=O)(=O)Cl.c1cc[nH]c1.c1cc[nH]c1.c1cc[nH]c1.c1cc[nH]c1
max |F|	2.38	eV/A
charge	0
HOMO level	-0.2985	Eh
electronic energy	-2722.5052	Ha

=====

[4]
Below is a molecular structure, C22H29F4N4STeV in a non-equilibrium geometry, with properties calculated with ωB97M-V with the def2-TZVPD basis set.

The geometry in XYZ format:
```
62
Properties=species:S:1:pos:R:3:nbo_charge:R:1
V -0.016 -0.387 -1.152 0.925
C -2.107 -1.425 1.511 -0.612
C -0.855 -2.195 1.117 -0.215
N -0.682 -2.303 -0.360 -0.535
C -1.847 -3.057 -0.943 -0.225
C -2.665 -2.276 -1.951 -0.597
C 0.563 -3.074 -0.675 -0.214
C 1.814 -2.391 -0.152 -0.239
N 1.717 -0.995 -0.573 -0.845
C 2.769 -0.120 -0.429 0.066
C 2.732 1.060 -1.177 0.237
F 1.704 1.181 -2.082 -0.324
C 3.666 2.064 -1.090 0.366
F 3.511 3.155 -1.850 -0.300
C 4.744 1.939 -0.243 -0.366
C 4.831 0.768 0.487 0.360
F 5.853 0.594 1.327 -0.291
C 3.885 -0.236 0.404 0.300
F 4.034 -1.323 1.179 -0.308
H -2.048 -1.143 2.563 0.241
H -2.194 -0.514 0.919 0.205
H -3.019 -2.008 1.374 0.217
H 0.019 -1.680 1.513 0.209
H -0.873 -3.200 1.549 0.200
H -1.463 -3.963 -1.410 0.208
H -2.487 -3.385 -0.125 0.210
H -2.053 -1.962 -2.801 0.206
H -3.470 -2.904 -2.334 0.237
H -3.111 -1.385 -1.506 0.217
H 0.492 -4.094 -0.288 0.212
H 0.629 -3.128 -1.766 0.208
H 1.899 -2.514 0.930 0.199
H 2.684 -2.883 -0.593 0.217
H 5.491 2.715 -0.149 0.263
C 0.650 1.218 2.325 -0.629
Te -0.113 1.778 0.411 0.575
C -1.959 2.177 1.409 -0.643
C -1.694 1.959 2.880 0.029
C -2.695 2.234 3.813 -0.211
C -2.470 2.032 5.163 -0.198
C -1.240 1.551 5.597 -0.196
C -0.240 1.283 4.679 -0.188
C -0.457 1.488 3.317 -0.090
H 1.540 1.807 2.538 0.248
H 0.938 0.168 2.302 0.228
H -2.737 1.517 1.032 0.232
H -2.249 3.202 1.192 0.245
H -3.654 2.609 3.473 0.217
H -3.251 2.254 5.879 0.226
H -1.060 1.393 6.653 0.226
H 0.722 0.916 5.017 0.219
C -0.450 -0.526 -5.046 -0.403
N -0.161 0.894 -4.900 -0.558
C -0.572 1.647 -3.886 0.372
N -0.214 2.932 -3.886 -0.754
S -1.577 1.049 -2.630 -0.277
H -0.239 -0.813 -6.073 0.230
H -1.498 -0.715 -4.832 0.232
H 0.168 -1.128 -4.380 0.198
H 0.432 1.317 -5.595 0.406
H 0.407 3.322 -4.575 0.406
H -0.475 3.503 -3.101 0.429
```

Output
max |F|	1.50	eV/A
spin multiplicity	4
charge	+1
HOMO level (alpha / beta)	-0.3635 / -0.3911	Eh
electronic energy	-3084.2211	Ha
relative energy (zero: lowest compared OMol25 entry of this formula, charge and spin)	68.0	kJ/mol
⟨S²⟩	3.763